# 1
Formula: C37H52F3N14O3
Source: the Open Molecules 2025 dataset
Level of theory: wB97M-V/def2-TZVPD

```
109
Properties=species:S:1:pos:R:3:forces:R:3
F -5.346 0.749 2.557 -0.008 0.425 0.002
F -5.185 -0.062 0.546 0.000 0.235 -0.230
F -5.873 -1.308 2.143 -0.124 0.044 0.217
O 2.313 -0.222 1.864 0.947 0.321 0.194
O -3.480 -2.123 1.867 0.023 -0.033 -0.308
O 0.604 -1.579 2.321 -0.258 -0.285 -0.567
N -3.511 -3.603 -5.165 -0.044 -0.046 -0.023
N 5.913 1.583 11.821 -0.094 -0.043 -0.054
N -4.879 -10.988 -6.370 0.029 0.060 -0.015
N -1.176 -2.952 -0.757 -0.097 -0.050 0.119
N 2.843 6.817 -8.441 0.067 -0.019 -0.022
N 0.616 3.564 6.729 -0.062 -0.130 -0.196
N 4.066 5.807 -4.232 -0.026 -0.001 -0.042
N 3.458 3.885 1.857 -0.084 -0.025 0.076
N 4.504 4.317 9.767 -0.023 0.041 -0.116
N 2.721 3.186 -1.579 0.018 -0.023 0.119
N -0.885 0.171 -2.601 -0.161 0.046 0.043
N -6.311 -7.685 -8.613 -0.037 0.010 0.067
N -2.463 -8.083 1.558 0.001 -0.022 0.002
N -1.077 2.128 4.191 -0.255 0.003 0.291
C 0.608 -0.365 0.214 -0.618 -0.310 0.084
C -3.715 -7.648 -8.783 0.330 0.016 -0.002
C -4.242 -4.479 -5.289 0.024 0.006 -0.049
C 0.059 2.576 3.672 0.914 0.199 -0.835
C -5.897 -11.118 -6.883 0.014 0.065 -0.025
C 4.129 2.982 1.625 -0.003 -0.002 -0.004
C -0.321 1.087 -3.001 0.077 -0.237 -0.256
C 7.898 3.244 12.064 0.261 0.203 0.038
C 3.978 6.647 -8.457 -0.029 0.025 -0.035
C 0.409 2.243 2.380 -0.841 -0.363 0.212
C 3.151 4.089 6.487 0.479 0.130 -0.055
C -3.581 -0.750 2.176 -0.035 -0.415 -0.229
C 1.736 3.796 6.623 -0.015 0.050 0.083
C -2.566 0.091 1.390 -0.097 0.258 0.501
C 2.893 4.311 -1.418 0.045 -0.003 0.057
C 1.788 6.053 -5.462 -0.363 -0.012 -0.171
C -2.199 -3.058 -1.270 -0.045 -0.024 0.099
C 3.054 5.915 -4.763 0.070 -0.001 -0.065
C -7.187 -11.275 -7.537 -0.327 -0.082 -0.130
C -2.529 -5.484 1.582 0.026 0.480 0.085
C 6.791 2.312 11.928 -0.039 0.013 -0.003
C -5.166 -7.667 -8.690 0.009 -0.059 -0.017
C -1.655 0.966 2.209 0.407 0.112 0.319
C 0.455 2.202 -3.508 0.036 0.380 -0.261
C -2.492 -6.937 1.569 0.006 -0.003 -0.076
C -5.016 -0.334 1.843 0.045 -0.821 0.146
C 2.764 2.402 10.035 -0.225 -0.266 0.026
C -0.443 1.425 1.644 -0.131 0.301 -0.311
C -1.938 1.354 3.504 0.149 -0.219 -0.490
C 4.975 1.838 1.332 0.246 -0.277 -0.073
C -3.508 -3.214 -1.875 -0.313 0.021 -0.281
C 3.734 3.473 9.885 0.070 -0.019 0.131
C 1.286 -0.702 1.506 -0.219 -0.005 0.044
C -5.165 -5.591 -5.447 -0.228 -0.296 -0.042
C -0.042 1.048 0.247 0.524 -0.193 0.389
C 3.109 5.728 -1.192 0.132 0.455 0.207
C 5.416 6.433 -8.478 0.340 -0.050 -0.007
H 3.826 6.126 -1.904 0.016 -0.140 -0.103
H -7.639 -12.229 -7.269 0.082 -0.023 0.056
H 4.933 1.595 0.271 -0.102 0.095 -0.029
H 2.180 6.286 -1.301 -0.060 -0.111 -0.037
H 7.573 4.157 12.559 -0.100 -0.035 0.000
H -3.064 0.727 0.661 -0.124 0.019 -0.096
H -2.164 -5.105 2.536 -0.018 -0.106 0.065
H 5.753 5.996 -7.539 -0.101 0.008 0.039
H 1.145 5.193 -5.280 0.096 -0.054 0.071
H -3.972 -4.147 -1.557 0.124 -0.033 0.080
H -1.903 -5.051 0.802 0.023 -0.200 -0.068
H 5.693 5.759 -9.286 -0.099 -0.005 -0.030
H -0.885 1.073 -0.426 -0.183 -0.086 -0.118
H 5.943 7.374 -8.624 -0.089 0.050 -0.005
H -0.088 2.755 -4.275 -0.144 -0.159 0.012
H 1.884 2.586 9.419 0.037 0.098 -0.016
H -3.266 -7.963 -7.842 -0.098 -0.049 0.031
H 1.393 1.856 -3.937 0.001 -0.104 0.065
H 3.199 1.448 9.741 0.116 0.044 0.028
H -4.168 -2.397 -1.583 0.109 0.061 0.080
H -5.142 -5.974 -6.465 0.023 0.068 -0.027
H -3.478 -0.671 3.258 -0.009 0.315 0.097
H 2.443 2.319 11.071 0.083 0.061 0.035
H 8.703 2.806 12.651 -0.054 -0.083 0.011
H 3.490 5.903 -0.186 -0.063 -0.195 0.057
H -0.120 -1.141 0.005 -0.042 0.074 -0.140
H -7.871 -10.481 -7.244 0.101 0.067 0.059
H 1.256 6.946 -5.137 0.107 0.040 0.055
H -7.082 -11.241 -8.619 0.123 0.028 0.011
H 0.708 3.202 4.256 -0.214 0.058 0.429
H 3.567 4.454 7.426 -0.116 0.001 0.057
H -3.355 -6.647 -9.017 -0.096 0.029 -0.013
H 1.317 2.602 1.933 0.276 0.183 0.092
H -1.967 -0.597 0.805 0.131 -0.108 -0.131
H -3.544 -5.109 1.449 -0.045 -0.125 0.002
H 4.645 0.965 1.892 -0.117 0.053 0.021
H -2.833 1.045 4.016 -0.089 0.126 0.179
H 8.297 3.513 11.087 -0.076 -0.053 -0.046
H -4.910 -6.410 -4.774 0.108 0.057 0.025
H 0.698 2.884 -2.701 0.026 -0.002 0.091
H -3.437 -3.222 -2.965 0.149 0.053 0.144
H -6.187 -5.286 -5.230 0.032 0.117 -0.004
H 1.961 6.135 -6.536 0.018 0.019 0.094
H 1.140 -2.382 2.380 0.006 0.017 0.449
H 1.363 -0.418 -0.562 0.075 0.171 -0.165
H -1.289 2.385 5.149 0.033 0.039 0.044
H 6.011 2.048 1.593 -0.031 0.114 0.028
H -2.550 -2.334 1.729 0.066 -0.091 -0.065
H 0.704 1.748 -0.119 0.005 0.241 0.054
H 3.326 4.847 5.724 -0.171 0.008 -0.027
H -3.370 -8.324 -9.563 -0.090 -0.032 -0.016
H 3.709 3.198 6.203 -0.123 -0.084 0.014
```
Forces are in eV/Å.

Computed properties:
HOMO level   -0.4709 Eh
Charge   +1
E_LUMO   -3.349 eV
Frontier orbital gap   9.464 eV

These are the Mulliken partial charges, in e, on atoms 1 to 2: number 1, F, carries -0.282; number 2, F, carries -0.261

=====

# 2
Formula: C37H52N2O19
Source: the Open Molecules 2025 dataset
Level of theory: wB97M-V/def2-TZVPD

```
110
Properties=species:S:1:pos:R:3:forces:R:3
O 1.765 4.923 4.724 -0.049 0.477 -0.217
O -0.618 -3.113 -2.018 2.187 2.298 -3.464
O 7.392 -3.665 10.391 0.465 0.337 0.027
O 9.422 -2.727 10.768 -0.864 -0.007 -0.364
O -0.310 0.725 0.920 -2.424 -1.590 -3.555
O 7.841 -1.615 9.585 0.363 -0.656 0.423
O 3.465 -2.296 6.620 -0.820 -0.008 -0.336
O -0.482 0.206 -1.363 0.213 0.307 1.602
O -0.942 4.046 -4.063 -1.165 -4.525 0.451
O -7.110 1.627 -2.381 0.311 0.044 0.540
O -1.172 -2.614 -7.378 0.596 -0.973 0.266
O 1.886 -1.186 5.431 0.394 -0.633 0.417
O -6.125 1.243 -0.376 -0.184 0.531 -0.674
O -1.048 -4.641 -6.365 0.196 0.681 -0.480
O 0.639 -3.950 -7.679 -0.585 0.269 0.173
O -6.330 3.355 -1.174 0.000 -0.822 -0.003
O 1.436 -3.233 6.240 0.538 0.388 0.027
O 1.009 5.698 2.753 0.381 0.228 0.729
O 1.793 7.151 4.305 -0.176 -0.915 -0.235
N 1.561 -2.784 -2.830 -0.398 0.829 0.690
N -2.351 2.415 -5.002 0.967 0.859 -0.249
C -7.602 2.820 -2.983 -0.233 -0.128 -0.650
C -1.726 -0.613 -3.383 0.573 -0.693 -0.074
C 4.471 -0.454 -1.352 -3.423 -1.979 0.997
C 6.162 -3.112 9.935 -0.478 -0.510 -0.091
C 6.624 -2.051 8.980 -0.908 0.738 -0.441
C 2.698 -0.914 0.668 1.577 -0.662 -4.883
C -1.320 0.641 -2.475 -1.518 -0.475 0.690
C 0.671 -1.622 4.825 -0.901 0.703 -0.437
C 1.103 3.845 4.071 0.194 -0.573 0.289
C -0.088 -6.610 -5.333 -0.313 0.096 0.266
C 2.367 -2.245 6.141 0.824 0.011 0.349
C 0.114 -2.494 -2.852 -1.922 -1.400 2.504
C 1.548 6.032 3.960 0.168 1.090 0.212
C -0.493 -1.468 -3.942 0.051 -0.727 -0.027
C -6.643 3.854 -2.472 -0.340 1.130 -0.248
C 0.207 -2.681 5.781 -0.491 -0.497 -0.074
C 2.289 -1.982 -1.823 3.071 2.806 2.068
C 1.093 -5.104 -6.981 0.583 -0.262 -0.285
C -2.711 0.980 -1.714 -1.210 -0.281 0.918
C 8.324 -2.675 10.293 0.984 0.076 0.396
C 1.867 -1.779 -0.347 2.222 1.222 -0.507
C -0.583 -3.639 -7.163 -0.574 0.983 -0.247
C -7.231 5.246 -2.388 0.085 0.176 0.377
C 1.121 4.281 2.636 -0.710 -0.645 -0.798
C 4.012 -0.280 0.114 -1.773 -1.514 -1.538
C -6.486 2.002 -1.230 0.261 -0.569 0.746
C 5.653 -0.901 8.830 0.096 0.363 0.047
C -1.663 2.388 -6.360 0.124 0.098 -0.445
C 3.618 -1.303 -2.321 -1.078 0.572 3.320
C -0.195 -5.763 -6.582 0.153 -0.964 0.721
C -0.468 1.843 -3.098 -0.760 0.155 0.086
C -2.600 0.279 -0.254 1.472 -0.108 -0.189
C -1.019 0.433 -0.065 0.445 0.763 0.714
C -3.385 3.500 -5.155 -0.786 0.313 -0.792
C -0.015 3.715 1.812 -0.113 0.230 -0.150
C -0.299 -0.471 4.670 0.208 0.393 0.063
C -1.278 2.816 -4.066 1.360 4.337 -0.008
H 0.512 1.492 -3.598 -1.714 0.307 0.615
H 0.095 3.755 4.488 -0.025 0.009 -0.194
H -0.125 2.492 -2.205 -0.652 -0.917 -1.565
H -2.921 2.072 -1.447 0.476 -1.274 -0.845
H -7.591 2.738 -4.071 0.046 -0.185 0.133
H 4.681 0.350 0.797 -1.189 -1.044 -1.039
H 6.867 -2.469 7.997 -0.028 -0.077 0.101
H 1.639 2.908 4.231 0.067 0.182 0.110
H -2.371 -1.315 -2.729 1.154 1.079 -0.952
H 6.100 -0.101 8.233 -0.072 -0.150 -0.060
H -3.625 0.525 -2.256 1.564 1.039 0.650
H -0.983 3.938 2.270 0.126 -0.010 0.101
H -2.442 2.063 -7.126 1.237 0.065 1.012
H -0.737 1.710 -6.332 -1.528 0.877 -0.184
H -5.718 3.871 -3.058 -0.105 -0.102 0.010
H -0.547 -0.031 5.640 0.021 -0.174 -0.011
H -0.923 -2.145 -4.777 0.734 0.925 1.329
H 1.726 -3.777 -2.612 -0.544 0.572 0.039
H 0.150 0.327 4.072 -0.111 -0.163 -0.115
H 5.551 -3.875 9.449 0.185 -0.035 0.098
H -6.536 5.923 -1.886 0.000 -0.050 -0.174
H -0.618 -6.354 -7.403 0.077 0.097 -0.026
H -1.222 -0.795 4.186 0.120 -0.017 -0.020
H 0.323 -0.844 -4.458 -1.112 -0.903 1.050
H -3.260 0.749 0.545 1.133 -0.420 -1.131
H -1.077 -6.951 -5.018 0.110 -0.064 -0.116
H 5.407 -0.463 9.802 0.065 -0.154 0.001
H 3.947 -1.422 -3.415 -0.679 0.116 1.912
H 0.323 -6.033 -4.500 0.040 0.015 -0.145
H -4.134 3.125 -5.953 1.134 0.437 1.390
H -0.404 -3.444 5.296 0.197 -0.054 0.113
H 5.620 -2.716 10.799 0.013 0.143 -0.130
H -2.390 -0.321 -4.273 1.114 0.004 1.390
H -8.151 5.249 -1.797 0.045 -0.119 -0.107
H 2.342 -0.765 1.736 0.607 -0.218 -1.699
H 4.729 -1.226 8.348 0.178 -0.042 -0.019
H 1.703 -5.735 -7.630 -0.070 0.213 -0.068
H 5.433 0.017 -1.730 -1.485 -0.675 0.688
H -1.346 3.462 -6.661 -0.276 -1.653 0.594
H 0.079 2.633 1.701 0.065 0.235 0.039
H 2.081 4.057 2.157 -0.005 -0.007 0.127
H -0.028 4.171 0.818 0.113 -0.112 0.041
H 1.698 -4.778 -6.129 -0.133 -0.106 0.066
H -2.944 4.473 -5.598 -0.579 -1.405 1.025
H -8.632 2.976 -2.647 0.103 0.158 0.032
H -3.970 3.706 -4.197 1.093 -0.320 -1.230
H 0.910 -2.276 0.047 1.588 0.845 -0.872
H -0.337 -2.283 6.643 0.015 0.135 -0.132
H 0.548 -7.482 -5.502 -0.056 0.076 -0.064
H 0.916 -2.043 3.843 -0.006 -0.082 0.094
H -2.752 -0.863 -0.196 0.014 1.702 -0.549
H -7.452 5.641 -3.382 0.067 -0.080 0.044
```
Forces are in eV/Å.

Computed properties:
HOMO level   -0.3286 Eh
Charge   0
E_LUMO   0.183 eV
Frontier orbital gap   9.124 eV
SMILES   CN(C)C(=O)C[C@]1(CCC(=O)Nc2ccccc2)CCC(=O)O1.C[C@@H]1COC(=O)O1.C[C@@H]1COC(=O)O1.C[C@@H]1COC(=O)O1.C[C@@H]1COC(=O)O1.C[C@@H]1COC(=O)O1

These are the Mulliken partial charges, in e, on atoms 1 to 2: number 1, O, carries -0.353; number 2, O, carries -0.619

=====

Among the records above, which one has the highest frontier orbital gap?
C37H52F3N14O3